(1)
The following is a DFT calculation (ωB97M-V/def2-TZVPD) of a cluster of 3 separate species, C18H38BN3O7 in total.

* energy relative to the best compared isomer or geometry (same formula, charge and spin): 0.00 kJ/mol
* charge: 0
* structure (SMILES): CCOB(O)C1=C(CCCCN)C(=O)OC1=O.COC[C@@H](C)N.COC[C@@H](C)N
* orbital gap: 8.57 eV

Atoms and positions in Å:
C: 0.7229 -0.1706 0.7543
C: 0.0049 -0.3986 -0.5692
O: -1.2441 0.3197 -0.5795
B: -1.2276 1.6085 -0.9817
O: -0.3513 2.0261 -1.9615
C: -2.2622 2.6266 -0.3588
C: -3.4396 3.0327 -0.8368
C: -4.1553 2.6256 -2.0768
C: -4.8491 1.2666 -1.9333
C: -5.9156 1.2171 -0.8463
C: -6.3304 -0.2108 -0.5163
N: -7.4293 -0.2900 0.4472
C: -4.0130 4.0101 0.1404
O: -5.0608 4.5643 0.1230
O: -3.0905 4.2071 1.1477
C: -2.0458 3.3245 0.9352
O: -1.1574 3.2026 1.7146
H: 1.7999 -0.2712 0.6087
H: 0.5200 0.8254 1.1525
H: 0.4000 -0.9114 1.4836
H: -0.2215 -1.4561 -0.6988
H: 0.6092 -0.0882 -1.4221
H: 0.0179 2.8948 -1.7775
H: -4.8847 3.3968 -2.3342
H: -3.4245 2.5627 -2.8867
H: -5.3030 1.0130 -2.8952
H: -4.0885 0.5043 -1.7317
H: -5.5523 1.6951 0.0710
H: -6.7987 1.7832 -1.1615
H: -6.6101 -0.7268 -1.4403
H: -5.4571 -0.7381 -0.1163
H: -8.2704 -0.6637 0.0324
H: -7.6538 0.6192 0.8301
C: 6.7328 1.8812 -0.6617
C: 5.6935 1.2192 -1.5580
C: 4.7263 2.2018 -2.2282
O: 3.7371 2.7327 -1.3652
C: 4.1190 3.8698 -0.6161
N: 4.9981 0.1779 -0.7963
H: 6.2919 2.2119 0.2796
H: 7.5199 1.1688 -0.4179
H: 7.1866 2.7454 -1.1502
H: 6.2266 0.7202 -2.3743
H: 4.1739 1.6605 -3.0005
H: 5.2728 3.0182 -2.7185
H: 4.7820 4.5197 -1.1963
H: 4.6167 3.6023 0.3189
H: 3.2106 4.4205 -0.3743
H: 4.3928 -0.3482 -1.4195
H: 4.3676 0.6421 -0.1471
C: 1.3248 -6.0870 3.0230
C: 0.1663 -5.2012 2.5799
C: 0.4101 -4.4772 1.2512
O: 1.3047 -3.3834 1.3314
C: 2.6791 -3.7011 1.2323
N: -0.1842 -4.2916 3.6702
H: 2.1525 -5.4912 3.4096
H: 0.9996 -6.7486 3.8248
H: 1.6977 -6.6978 2.1988
H: -0.7018 -5.8476 2.4109
H: -0.5392 -4.0521 0.9141
H: 0.7519 -5.1841 0.4829
H: 2.8424 -4.5319 0.5380
H: 3.1148 -3.9612 2.1997
H: 3.1913 -2.8179 0.8511
H: -1.0359 -3.7879 3.4456
H: 0.5393 -3.5824 3.7462

Atoms 1-3, force components in eV/Å:
C -0.03 -0.11 -0.08
C 0.10 -0.15 -0.17
O 0.01 0.09 0.21

Mulliken atomic charge list, values in e, 5 entries:
1. C -0.471
2. C -0.316
3. O -0.533
4. B 0.818
5. O -0.637



(2)
The following is a DFT calculation (ωB97M-V/def2-TZVPD) of the ion C4H8BrN2O with charge +1.

* energy relative to the best compared isomer or geometry (same formula, charge and spin): 344.72 kJ/mol
* charge: +1
* orbital gap (spin up / spin down): 9.18 / 9.18 eV

Atoms and positions in Å:
C: -0.8446 -0.9714 -1.2635
C: 0.0418 -0.8467 1.1206
C: -1.0325 0.2823 -0.5226
C: -0.3433 1.5129 -0.8482
N: -0.2994 -1.9975 -0.8382
N: 1.3982 -0.1891 1.1904
O: 0.1786 -1.9949 0.4556
Br: -2.8077 0.4325 0.4023
H: -1.2384 -1.0301 -2.3123
H: -0.3200 -0.8209 2.1040
H: -0.8529 2.1662 -1.5851
H: 0.6021 1.2856 -1.3902
H: 0.1247 2.1326 -0.1078
H: 1.5678 0.6661 1.8203
H: 1.6889 0.2104 0.2052
H: 2.1366 -0.8378 1.5695

Atoms 1-3, force components in eV/Å:
C -1.61 2.06 -1.69
C -0.22 3.06 -3.19
C -0.33 -2.32 4.82

Mulliken atomic charge list, values in e, 5 entries:
1. C 0.009
2. C -0.441
3. C 0.443
4. C -1.286
5. N -0.262



(3)
The following is a DFT calculation (ωB97M-V/def2-TZVPD) of a structure of composition C27H37N3O5OsPS4.

* energy relative to the best compared isomer or geometry (same formula, charge and spin): 100.15 kJ/mol
* expectation value of S²: 6.029
* 2S+1: 5
* charge: +1
* orbital gap (spin up / spin down): 7.60 / 6.42 eV

Atoms and positions in Å:
Os: -0.6557 1.0410 1.1674
C: -3.4473 3.9348 -0.4254
C: -2.2685 3.4343 0.3595
N: -2.2693 2.1637 0.7255
N: -3.5460 1.5839 0.5825
C: -3.5604 0.3122 0.6551
S: -2.1285 -0.6771 0.8924
S: -5.1264 -0.4790 0.5305
C: -4.7974 -1.4445 -1.0011
C: -4.5869 -0.5557 -2.1928
C: -5.6672 -0.1167 -2.9515
C: -5.4763 0.7554 -4.0127
C: -4.1993 1.2047 -4.3253
C: -3.1135 0.7578 -3.5854
C: -3.3073 -0.1178 -2.5248
C: -1.2443 4.3719 0.7766
C: -1.4465 5.7552 0.5511
C: -0.6519 6.7123 1.1266
C: 0.3878 6.3168 1.9736
C: 0.6394 4.9819 2.1812
C: -0.1382 3.9948 1.5620
O: 0.2375 2.7397 1.7387
H: -3.8892 3.1291 -1.0009
H: -3.1433 4.7322 -1.0953
H: -4.2207 4.3110 0.2481
H: -5.6914 -2.0585 -1.0995
H: -3.9386 -2.0881 -0.8177
H: -6.6669 -0.4555 -2.7042
H: -6.3252 1.0835 -4.5984
H: -4.0524 1.8969 -5.1443
H: -2.1117 1.0839 -3.8376
H: -2.4549 -0.4677 -1.9519
H: -2.2644 6.0801 -0.0714
H: -0.8506 7.7602 0.9525
H: 0.9988 7.0633 2.4653
H: 1.4259 4.6563 2.8513
C: 0.2647 -2.6089 -1.7916
C: -0.1355 -3.9840 -1.2987
C: -1.5945 -4.0797 -0.9119
O: 0.7757 -4.3758 -0.2247
P: 0.7301 -4.1446 1.3317
S: -0.7907 -4.9042 2.3092
S: 0.6182 -2.2689 1.8988
O: 2.0445 -4.8887 1.7738
C: 3.4082 -4.7587 1.2884
C: 3.6919 -3.4308 0.6096
C: 3.6916 -5.9432 0.3904
H: -0.3543 -2.3352 -2.6483
H: 1.3089 -2.5987 -2.1069
H: 0.1301 -1.8613 -1.0073
H: 0.0739 -4.7247 -2.0693
H: -1.8476 -3.3572 -0.1347
H: -1.8456 -5.0748 -0.5480
H: -2.1957 -3.8718 -1.7992
H: 4.0033 -4.8291 2.1980
H: 3.1332 -3.3390 -0.3231
H: 4.7587 -3.3826 0.3847
H: 3.4252 -2.5938 1.2582
H: 3.0485 -5.9092 -0.4901
H: 3.5099 -6.8772 0.9202
H: 4.7341 -5.9248 0.0673
O: 1.2217 0.7754 -0.3743
C: 1.9210 0.8973 0.6403
O: 1.5210 0.5765 1.8027
C: 3.2987 1.5234 0.5578
N: 3.5565 2.1170 1.9383
C: 4.8559 1.5555 2.4438
C: 4.8542 0.1667 1.8246
C: 4.4071 0.4686 0.3899
H: 3.3009 2.2899 -0.2104
H: 2.7692 1.7090 2.4794
H: 3.4831 3.1311 1.9695
H: 4.8700 1.5870 3.5297
H: 5.6707 2.1581 2.0472
H: 4.1247 -0.4682 2.3314
H: 5.8309 -0.3073 1.8751
H: 4.0399 -0.4033 -0.1482
H: 5.2382 0.8943 -0.1729

Atoms 1-3, force components in eV/Å:
Os 0.08 1.21 -0.05
C 0.01 -0.01 0.04
C -0.05 0.12 0.01

Mulliken atomic charge list, values in e, 5 entries:
1. Os 0.732
2. C -1.356
3. C 1.209
4. N 0.280
5. N -0.697



(4)
The following is a DFT calculation (ωB97M-V/def2-TZVPD) of a cluster of 2 separate species, C5H14N2 in total.

* energy relative to the best compared isomer or geometry (same formula, charge and spin): 168.70 kJ/mol
* charge: 0
* structure (SMILES): C/C=N/N.CCC
* orbital gap: 9.69 eV

Atoms and positions in Å:
C: 0.3560 1.4223 -0.5998
C: -0.7979 1.9348 0.2448
C: -0.0909 1.0636 -2.0077
H: 1.1429 2.1821 -0.6438
H: 0.8161 0.4753 -0.1744
H: -1.2182 2.8557 -0.1710
H: -0.4625 2.1499 1.2640
H: -1.6018 1.1942 0.3009
H: -0.4546 1.9455 -2.5442
H: 0.7446 0.6431 -2.5765
H: -0.8924 0.3186 -1.9838
C: 0.3426 -0.9258 2.3407
N: 0.5337 -2.5115 -0.9362
C: 0.0615 -1.3747 0.9423
N: 0.9207 -2.1325 0.3103
H: -0.4094 -2.2523 -1.2211
H: 0.6498 -3.5162 -1.0685
H: -0.8916 -1.0593 0.4907
H: 1.1651 -0.2054 2.3232
H: 0.6273 -1.7780 2.9610
H: -0.5408 -0.4292 2.7491

Atoms 1-3, force components in eV/Å:
C 0.48 -0.99 0.08
C 0.15 -0.07 0.32
C 0.21 0.10 -0.26

Mulliken atomic charge list, values in e, 5 entries:
1. C 0.112
2. C -1.133
3. C -1.242
4. H 0.334
5. H 0.070



(5)
The following is a DFT calculation (ωB97M-V/def2-TZVPD) of an isolated molecule of C4H3N3O.

* energy relative to the best compared isomer or geometry (same formula, charge and spin): 198.00 kJ/mol
* charge: 0
* structure (SMILES): [H]/N=c1/o[nH]cc1C#N
* orbital gap: 9.02 eV

Atoms and positions in Å:
C: 0.3153 1.0066 -0.0854
C: 0.2832 -1.2837 -0.1546
C: -0.5337 -0.1684 -0.1810
C: -1.9404 -0.1415 -0.0636
H: -0.8149 2.5543 -0.1204
H: 2.2366 -1.3288 0.6631
H: 0.1036 -2.3736 -0.1009
N: 0.1551 2.2765 -0.0617
N: 1.6108 -0.8935 -0.0827
N: -3.0804 -0.1578 0.1076
O: 1.6648 0.5099 0.0797

Atoms 1-3, force components in eV/Å:
C 1.18 1.74 0.58
C 0.36 0.82 0.69
C 1.11 -1.55 0.10

Mulliken atomic charge list, values in e, 5 entries:
1. C 0.644
2. C -0.384
3. C 0.271
4. C 0.052
5. H 0.249



(6)
The following is a DFT calculation (ωB97M-V/def2-TZVPD) of an isolated molecule of C13H15N5O3S.

* energy relative to the best compared isomer or geometry (same formula, charge and spin): 0.00 kJ/mol
* charge: 0
* structure (SMILES): CCOC(=O)NC(=O)CSc1nnnn1-c1ccc(C)cc1
* orbital gap: 9.62 eV

Atoms and positions in Å:
C: 1.6702 2.4487 3.3939
C: 1.8164 1.2250 2.5030
H: 1.5429 0.3191 3.0527
H: 2.8338 1.1370 2.1180
O: 0.9944 1.3206 1.3332
C: -0.2917 0.9919 1.4842
O: -0.8026 0.6193 2.5013
N: -0.9275 1.1561 0.2653
C: -2.2256 0.8641 -0.1178
O: -2.5700 1.0868 -1.2516
C: -3.1124 0.1986 0.8945
H: -4.1512 0.2290 0.5669
H: -2.9858 0.5931 1.8993
S: -2.5876 -1.5551 1.0020
C: -2.8776 -1.9827 -0.6723
N: -4.0077 -2.3692 -1.2123
N: -3.7659 -2.5320 -2.4999
N: -2.5603 -2.2636 -2.7873
N: -1.9397 -1.9145 -1.6625
C: -0.6102 -1.4747 -1.6095
C: -0.1481 -0.6339 -2.6141
C: 1.1405 -0.1413 -2.5438
C: 1.9801 -0.4778 -1.4870
C: 1.5050 -1.3414 -0.5057
C: 0.2197 -1.8458 -0.5587
H: -0.1352 -2.5213 0.2041
H: 2.1513 -1.6275 0.3107
C: 3.3775 0.0530 -1.4177
H: 3.6586 0.2659 -0.3889
H: 4.0748 -0.6881 -1.8089
H: 3.4804 0.9592 -2.0090
H: 1.4981 0.5183 -3.3206
H: -0.8096 -0.3678 -3.4232
H: -0.3419 1.5170 -0.4810
H: 2.3579 2.3709 4.2307
H: 0.6554 2.5103 3.7787
H: 1.8935 3.3531 2.8332

Atoms 1-3, force components in eV/Å:
C -0.10 -0.23 -0.31
C 0.10 0.01 0.49
H 0.11 0.08 -0.13

Mulliken atomic charge list, values in e, 5 entries:
1. C -1.208
2. C -0.219
3. H 0.353
4. H 0.299
5. O -0.407



(7)
The following is a DFT calculation (ωB97M-V/def2-TZVPD) of a structure of composition C4H4AgLiO.

* expectation value of S²: 0.771
* 2S+1: 2
* charge: +1
* orbital gap (spin up / spin down): 2.55 / 2.20 eV

Atoms and positions in Å:
C: 2.0651 -2.3343 0.7210
C: 2.8670 -3.3182 0.6943
O: -0.9125 1.2082 -0.0707
C: 0.0574 0.1359 0.4768
C: -0.3384 0.1591 -0.9256
H: -0.4676 -0.5027 1.1906
H: 0.9846 0.6142 0.8008
H: -1.0565 -0.5877 -1.2671
H: 0.3753 0.5234 -1.6672
Ag: -3.3376 1.0869 0.3398
Li: -0.2368 3.0150 -0.2930

Atoms 1-3, force components in eV/Å:
C -0.10 0.07 0.06
C -0.52 0.67 -0.14
O -0.76 1.01 -0.12

Mulliken atomic charge list, values in e, 5 entries:
1. C -0.522
2. C -0.149
3. O -0.567
4. C -0.175
5. C -0.054



(8)
The following is a DFT calculation (ωB97M-V/def2-TZVPD) of a structure of composition C19H14AsCl3NO7S2Sn.

* energy relative to the best compared isomer or geometry (same formula, charge and spin): 0.00 kJ/mol
* charge: -1
* orbital gap: 6.72 eV

Atoms and positions in Å:
Sn: 1.0672 0.8206 -1.1837
O: 0.0738 0.9964 2.3166
As: 1.7921 0.6555 2.0808
O: 2.6355 1.4704 3.2088
O: 2.1868 1.0822 0.4867
C: 1.9108 -1.2487 2.4311
C: 2.5314 -1.5012 3.6534
C: 2.6574 -2.7962 4.1318
C: 2.1522 -3.8558 3.3954
C: 1.5360 -3.6175 2.1778
C: 1.4215 -2.3225 1.6893
S: 0.7175 -2.1874 0.0559
O: 0.1785 -0.7824 0.0302
O: -0.3509 -3.1498 -0.0099
O: 1.8135 -2.3406 -0.8665
H: 0.0539 1.7800 2.8825
H: 2.9133 -0.6581 4.2156
H: 3.1455 -2.9723 5.0819
H: 2.2346 -4.8698 3.7660
H: 1.1302 -4.4306 1.5912
C: -7.4467 2.5327 0.5950
C: -7.8821 3.7446 1.3739
O: -9.0300 3.9947 1.6323
S: -6.6426 4.9229 1.9123
C: -5.1265 4.2649 1.2626
C: -4.6875 4.6371 -0.0042
C: -3.5242 4.0969 -0.5246
C: -2.7778 3.1814 0.2195
C: -3.2057 2.8379 1.5045
C: -4.3683 3.3798 2.0229
C: -1.6188 2.5463 -0.3259
C: -0.6209 1.9862 -0.7123
H: -8.3185 1.9039 0.4328
H: -6.6666 1.9806 1.1169
H: -7.0311 2.8437 -0.3647
H: -5.2698 5.3422 -0.5839
H: -3.1884 4.3664 -1.5171
H: -2.6245 2.1230 2.0728
H: -4.7050 3.1044 3.0144
Cl: -2.7375 -0.7391 0.9914
C: -3.4709 -0.9960 -0.5799
Cl: -4.1754 -2.6242 -0.6767
Cl: -4.7464 0.2161 -0.8623
C: -2.4799 -0.8623 -1.6505
N: -1.7325 -0.7453 -2.5117
C: 2.1337 0.9970 -2.8652
H: 1.4586 0.9427 -3.7199
H: 2.8971 0.2214 -2.9006

Atoms 1-3, force components in eV/Å:
Sn -0.05 -0.08 0.12
O -0.06 0.03 0.01
As 0.02 -0.05 0.03

Mulliken atomic charge list, values in e, 5 entries:
1. Sn 2.111
2. O -0.413
3. As 0.892
4. O -0.790
5. O -0.705



no.,DFT total energy (eV)
1,-38763.287
2,-79336.043
3,-98399.577
4,-8390.871
5,-10711.599
6,-38152.699
7,-10446.292
8,-161659.468